Entry 1:
{
  "formula": "C9H14",
  "method": "ωB97M-V/def2-TZVPD",
  "elements": ["C", "C", "H", "H", "H", "H", "H", "H", "C", "C", "C", "C", "C", "C", "C", "H", "H", "H", "H", "H", "H", "H", "H"],
  "xyz": [[-3.314013, -0.220829, 3.969705], [-3.621034, 0.557225, 2.610109], [-3.127620, 0.510231, 4.693785], [-3.824223, -1.170772, 4.086588], [-2.338849, -0.544662, 3.662007], [-4.520531, 1.108525, 2.808767], [-2.840491, 1.340700, 2.745720], [-3.486850, 0.063066, 1.641663], [3.228630, -0.107307, -2.461424], [-0.354583, 0.111591, -0.112569], [0.896157, 0.065212, 0.495659], [-0.453720, -0.090842, -1.584885], [2.115390, -0.108327, -0.327645], [0.716338, -0.140563, -2.343210], [1.993658, -0.186655, -1.675447], [-1.136448, 0.076458, 0.450042], [0.924052, 0.255908, 1.567981], [-1.330475, -0.420704, -1.917289], [3.044869, -0.084703, 0.302870], [0.585469, -0.409604, -3.427864], [3.996956, 0.448657, -1.885125], [3.052830, 0.581232, -3.360983], [3.760378, -1.031360, -2.789924]],
  "forces_ev_per_angstrom": [[0.9079, -1.0754, -4.2717], [1.0107, 0.9792, 2.4941], [-0.5631, 0.5160, 1.7010], [-0.7109, 0.4366, 0.8275], [1.0354, -0.5793, 0.5523], [-0.9148, 0.0653, -0.8956], [-0.3809, -0.2938, -0.9708], [-0.3606, -0.0489, 0.5376], [1.9995, 1.2516, -1.8680], [6.0997, -1.1100, -5.5027], [-0.8599, 0.3866, -0.8169], [1.9418, 1.5196, 5.0267], [-0.5725, 0.2918, 3.2904], [1.9177, -0.7148, -0.7989], [-1.5359, 0.1598, -1.3959], [-5.0624, 0.1615, 3.3051], [0.3483, -0.1826, -0.0495], [-3.6605, -1.0411, -1.6426], [-0.5039, 0.0111, -1.3724], [0.6843, 0.4718, 1.0096], [-0.2849, -0.3028, -0.1066], [0.2270, -1.1985, 0.8528], [-0.7620, 0.2964, 0.0945]],
  "nbo_charge": [-0.6307, -0.6086, 0.2049, 0.2030, 0.2126, 0.1862, 0.2015, 0.2264, -0.6161, -0.2061, -0.3379, -0.4118, -0.3772, -0.3870, -0.0517, 0.1544, 0.1626, 0.1589, 0.1720, 0.1710, 0.1923, 0.1933, 0.1878],
  "charge": -1,
  "gap_ha": [0.0861, 0.2432],
  "multiplicity": 2,
  "lumo_ev": [3.35, 3.33]
}


Entry 2:
{
  "formula": "C27H59N4O5",
  "method": "ωB97M-V/def2-TZVPD",
  "elements": ["C", "C", "N", "N", "C", "N", "C", "N", "C", "C", "C", "H", "H", "H", "H", "H", "H", "H", "H", "H", "C", "C", "O", "C", "C", "H", "H", "H", "H", "H", "H", "H", "H", "H", "H", "C", "C", "O", "C", "C", "H", "H", "H", "H", "H", "H", "H", "H", "H", "H", "C", "C", "O", "C", "C", "H", "H", "H", "H", "H", "H", "H", "H", "H", "H", "C", "C", "O", "C", "C", "H", "H", "H", "H", "H", "H", "H", "H", "H", "H", "C", "C", "O", "C", "C", "H", "H", "H", "H", "H", "H", "H", "H", "H", "H"],
  "xyz": [[-3.316862, -6.336045, 1.821702], [-3.218225, -5.136217, 2.015875], [-3.251116, -3.780106, 2.412250], [-2.130767, -3.288111, 2.988001], [-2.280121, -1.932808, 3.316339], [-3.572683, -1.582462, 2.894000], [-4.194824, -2.738233, 2.355000], [-5.426806, -2.830822, 1.884628], [-6.127358, -4.026442, 1.352574], [-7.694858, -3.795069, 1.596650], [-8.413260, -4.815038, 2.243373], [-3.487154, -7.363647, 1.400565], [-1.295034, -3.858963, 3.155131], [-1.472590, -1.333286, 3.817989], [-5.971787, -1.955662, 1.890616], [-6.036540, -4.153999, 0.224328], [-5.889910, -4.991807, 1.895367], [-8.142481, -2.808551, 1.275013], [-9.351062, -5.266480, 1.805678], [-8.010109, -5.176009, 3.244941], [1.408293, 1.458283, 5.870619], [1.860036, 0.297728, 5.001590], [0.970378, 0.012325, 3.929202], [0.777132, 1.048334, 2.973359], [2.048249, 1.442325, 2.243380], [0.378554, 1.311245, 6.205929], [2.054803, 1.553590, 6.744958], [1.442530, 2.404602, 5.325685], [1.900023, -0.605389, 5.615527], [2.873515, 0.461339, 4.622778], [0.306762, 1.917900, 3.443402], [0.059533, 0.662983, 2.243803], [2.762034, 1.923770, 2.915144], [1.822877, 2.143833, 1.437575], [2.539281, 0.562831, 1.820311], [0.631152, 1.852018, -1.386471], [1.322653, 3.195387, -1.541452], [2.412455, 3.166064, -2.447071], [2.104930, 2.823501, -3.791438], [1.150602, 3.797615, -4.460605], [1.356722, 1.069549, -1.148808], [-0.115793, 1.896170, -0.589746], [0.121204, 1.555940, -2.306453], [1.734781, 3.492545, -0.573236], [0.608684, 3.975217, -1.827594], [1.723896, 1.797885, -3.846713], [3.053106, 2.832531, -4.334144], [0.155203, 3.753933, -4.012783], [1.049273, 3.563163, -5.522506], [1.511104, 4.823788, -4.357012], [1.977374, -1.478463, -5.967608], [1.526250, -1.493127, -4.517327], [0.293152, -0.823287, -4.301174], [-0.839422, -1.350525, -4.974690], [-1.171744, -2.777772, -4.573978], [1.977209, -0.458996, -6.360870], [2.983609, -1.892530, -6.058001], [1.313863, -2.073051, -6.600354], [2.270325, -0.967941, -3.913250], [1.477790, -2.516721, -4.130841], [-0.712735, -1.265145, -6.058721], [-1.681116, -0.706750, -4.708512], [-0.400992, -3.476378, -4.906836], [-2.118954, -3.088379, -5.020576], [-1.246153, -2.865894, -3.487270], [0.075419, 9.175896, 0.048166], [-0.169445, 7.764963, -0.458760], [0.042979, 7.619898, -1.853678], [1.356779, 7.886670, -2.322459], [2.407759, 6.961002, -1.734891], [-0.490772, 9.900735, -0.541507], [-0.222055, 9.261856, 1.095427], [1.130815, 9.450026, -0.022439], [-1.215404, 7.504164, -0.279381], [0.432482, 7.037637, 0.097022], [1.616827, 8.936636, -2.152525], [1.330283, 7.744843, -3.405441], [2.540046, 7.135084, -0.664386], [3.372738, 7.121357, -2.220580], [2.116908, 5.915832, -1.862765], [2.037788, -6.809842, 2.344416], [1.677766, -5.763949, 1.303406], [1.368708, -4.493010, 1.859940], [2.408948, -3.849517, 2.587554], [3.636096, -3.545307, 1.746942], [1.267656, -6.865261, 3.118256], [2.142006, -7.791436, 1.878146], [2.982370, -6.574086, 2.839973], [0.780991, -6.092196, 0.771820], [2.467415, -5.669230, 0.551924], [2.673522, -4.435690, 3.473682], [1.991120, -2.906837, 2.951351], [4.146876, -4.460250, 1.439312], [4.346755, -2.941388, 2.314925], [3.357716, -3.004935, 0.839295]],
  "forces_ev_per_angstrom": [[-0.2670, 0.8350, -0.7719], [-0.9002, -0.2263, 0.3961], [-0.7471, -1.1885, -0.6911], [1.8182, 3.2116, 1.6791], [-3.5794, -2.9532, -2.3473], [1.4678, -1.8500, 0.3524], [2.9828, 0.8402, 1.0962], [0.3398, 0.3122, -0.1836], [-2.4680, 0.2283, 1.1346], [0.1417, -1.4441, 0.7964], [0.9756, 1.2580, -0.7006], [0.5253, 1.6192, 0.9029], [-0.5315, 0.0307, -0.3710], [-1.0311, -0.5414, -0.6974], [0.6151, -0.6803, 0.0833], [0.2282, 0.2376, 1.4867], [0.1479, 1.3297, -0.6635], [0.2320, -1.7030, -0.9074], [0.3713, 1.4879, 1.3664], [0.0600, -0.7388, -2.0438], [-0.0678, 0.1879, -0.1769], [0.0534, 0.0769, 0.2392], [-0.3385, -0.3906, -0.0547], [0.0965, 0.1172, -0.1641], [0.1649, 0.0360, 0.1703], [0.0836, -0.0499, 0.0403], [-0.0381, -0.0323, -0.0542], [0.0569, -0.0212, 0.0780], [-0.0926, -0.0494, -0.1956], [-0.0212, 0.0631, -0.0257], [0.0616, 0.0303, 0.0187], [0.0015, -0.1309, 0.1363], [-0.0373, 0.0530, -0.0636], [-0.0030, -0.0679, 0.0427], [-0.0909, 0.0350, -0.0470], [-0.1047, -0.1194, -0.2330], [-0.0238, -0.0729, 0.0123], [0.2023, 0.0394, 0.1375], [-0.0331, 0.0353, -0.1436], [-0.1880, 0.0156, 0.1455], [-0.0136, 0.0676, 0.0388], [0.0326, 0.0318, -0.0109], [-0.0161, -0.0266, 0.0775], [0.1723, 0.0708, -0.1554], [-0.0832, -0.0379, -0.0094], [-0.1048, 0.0088, -0.0131], [0.0498, 0.0243, 0.2334], [-0.0030, -0.0094, -0.0844], [0.0295, 0.0059, 0.0646], [0.0429, -0.0635, -0.0485], [-0.1856, -0.0785, -0.1420], [0.1159, 0.0371, -0.1097], [-0.0517, 0.1894, 0.1881], [-0.0486, -0.0387, 0.0390], [0.1804, -0.1532, -0.0433], [0.0615, -0.0387, 0.0802], [-0.0500, 0.0357, 0.0236], [0.0893, -0.0202, 0.0105], [-0.2051, 0.0737, 0.0621], [-0.0098, -0.0484, -0.0581], [0.0061, -0.0846, -0.0146], [0.1887, 0.1052, 0.0539], [-0.0797, -0.0169, -0.0299], [0.0512, 0.0393, 0.0196], [-0.0503, 0.0639, -0.0413], [0.2202, 0.0841, -0.0600], [-0.0358, 0.1054, 0.0109], [-0.1675, -0.1005, -0.1149], [0.1017, -0.0705, -0.0046], [-0.0356, -0.0034, 0.2404], [-0.0368, -0.0828, 0.0604], [-0.0021, -0.0140, -0.0571], [-0.0454, -0.0098, 0.0780], [0.0522, -0.0531, -0.2078], [0.0725, 0.0372, 0.0400], [0.0412, -0.0038, 0.0505], [-0.2164, 0.0076, 0.0764], [0.0773, 0.0272, -0.0393], [-0.0686, -0.0192, 0.0094], [0.0662, 0.0513, -0.0999], [0.1750, 0.1177, 0.1385], [0.0194, -0.2080, 0.0210], [-0.4676, 0.1423, 0.0914], [0.1742, 0.1573, 0.0091], [0.0441, -0.2059, -0.1203], [-0.0086, -0.0405, -0.0841], [-0.0213, 0.0636, 0.0162], [-0.0203, -0.0809, -0.0534], [-0.0168, 0.2181, 0.0315], [0.0401, -0.0014, 0.0499], [0.0599, -0.0500, -0.0368], [-0.1564, -0.0929, -0.0841], [0.0531, 0.0572, 0.0557], [-0.0680, -0.0317, -0.0217], [-0.0120, 0.0427, 0.0951]],
  "mulliken_charge": [-0.1558, -0.1299, 0.2723, -0.1960, -0.1043, -0.6072, 0.4340, -0.0860, -0.2508, -0.3265, -0.6467, 0.4029, 0.2443, 0.5123, 0.2866, 0.2429, 0.2278, 0.3106, 0.2599, 0.2805, -1.1909, -0.3562, -0.2456, -0.3304, -0.6182, 0.2783, 0.4117, 0.2727, 0.3500, 0.3474, 0.3323, 0.2312, 0.3517, -0.0450, 0.2428, -1.3186, -0.1818, -0.4576, 0.0049, -1.0851, 0.2545, 0.3897, 0.4620, 0.3044, 0.2670, 0.0130, 0.3741, 0.2724, 0.4475, 0.2237, -1.1270, -0.3692, -0.2845, -0.3868, -1.0808, 0.2960, 0.3981, 0.2735, 0.3339, 0.3834, 0.3316, 0.3069, 0.2578, 0.3951, 0.2812, -1.1140, -0.1977, -0.4380, -0.3877, -0.9712, 0.2822, 0.4007, 0.2725, 0.3656, 0.2097, 0.3360, 0.3593, 0.3661, 0.3959, 0.1416, -1.0682, -0.3226, -0.3809, 0.0007, -1.1839, 0.2739, 0.4036, 0.2670, 0.3451, 0.2895, 0.3038, 0.0381, 0.3619, 0.3766, 0.2928],
  "charge": 1,
  "gap_ha": 0.2747,
  "lumo_ev": -3.29
}


Across the entries above, relative energy (zero: lowest compared OMol25 entry of this formula, charge and spin) takes the values 212.7 501.0 kJ/mol, respectively.